[1]
DFT (ωB97M-V with the def2-TZVPD basis set) results for a 12-piece molecular cluster, C29H52Br22F6NO2 overall in a non-equilibrium geometry.

CARTESIAN COORDINATES (ANGSTROEM)
H (-5.83274, 1.12403, -2.34935)
C (2.78181, -4.75150, -3.00160)
H (1.12670, -8.51243, 2.14445)
Br (-5.34029, -2.38868, -0.87649)
Br (-6.24476, -1.31508, -5.53110)
H (3.19191, 2.03929, -1.12478)
F (3.81482, -4.05878, -2.14765)
H (-0.29807, -1.16855, 5.13556)
H (-2.11037, -1.18103, -1.59612)
C (7.88769, 6.23854, -3.14203)
F (4.41061, -5.45834, -4.80939)
N (-0.55426, -2.29306, -0.37434)
Br (1.90978, -1.18059, 9.67820)
C (-5.94306, -0.53682, -0.98013)
Br (6.84330, 5.01306, -4.24245)
H (7.25450, -0.02202, -3.37922)
H (-0.12408, 3.25710, 1.51479)
C (-7.45360, 6.33200, 3.00000)
C (1.10117, 0.41595, 8.90266)
Br (-5.26861, -1.21052, 3.93657)
H (-0.48433, -4.29998, 0.46336)
H (-7.93374, -0.10075, -6.86547)
C (-4.89424, 1.39371, 5.07626)
C (7.07781, -0.36108, -4.40375)
H (1.30215, 0.38551, 7.82818)
H (-7.94902, 0.47845, -5.17997)
H (-3.83395, 1.13486, 5.00878)
Br (0.17782, 4.40791, 3.68096)
Br (5.76816, -1.80326, -4.30792)
H (0.59144, -5.56168, -2.64687)
H (4.11954, 3.72529, -2.90445)
H (1.54503, -2.98518, -1.58028)
C (-0.35190, -3.77660, -0.58880)
H (-1.37191, 5.56127, 1.45024)
H (-5.32401, -0.42181, -3.07630)
Br (-5.46437, 0.98925, 6.89693)
H (9.56009, 6.12345, -4.54924)
C (-1.00081, -1.57105, -1.62740)
C (-7.30965, 0.23936, -6.03426)
H (-5.61136, 1.08667, -7.12434)
H (-6.82118, 0.71524, 4.29078)
C (3.20202, -8.19994, 1.65375)
C (3.53996, -6.02386, -3.72048)
Br (4.34246, -8.17402, 0.07192)
C (-0.37025, 0.50061, 9.23538)
C (0.76490, -0.36237, 3.44300)
H (5.52957, 2.64752, -3.06915)
F (2.55102, -7.00682, -4.29159)
Br (-3.46883, 0.65920, -1.79793)
H (1.48865, 0.30921, 3.91312)
H (-6.39330, 6.07315, 2.93252)
H (-1.08472, -4.27441, -1.35393)
C (-0.86309, 3.58839, 2.24976)
F (-1.32852, -2.01378, 0.70095)
H (3.20718, 1.46009, -2.81028)
H (-9.38054, 5.65353, 2.21451)
H (7.49629, 7.23296, -3.37443)
Br (4.89617, 0.24576, -1.47591)
Br (-8.02372, 5.92753, 4.82066)
H (7.66435, 5.99993, -2.09850)
C (1.25286, -3.97891, -0.98746)
Br (-3.37334, 4.86966, 2.77707)
H (-1.36075, 2.71367, 2.67752)
Br (10.16772, 4.55734, -2.69921)
C (0.10812, -0.34063, -1.85684)
C (1.74111, -8.26607, 1.27385)
Br (-1.41463, -0.72488, 8.13497)
H (-7.56545, 7.41543, 2.90129)
H (1.24417, -1.32556, 3.24630)
C (1.51918, -5.22634, -2.01745)
H (-5.00610, 2.47714, 4.97756)
Br (-7.82797, 3.72777, 1.86030)
H (9.90392, 6.99215, -3.03133)
H (-1.31801, -0.98918, 3.68498)
F (4.41431, -6.71858, -2.71880)
H (-8.14432, 6.01649, 0.98288)
Br (9.44244, -1.91785, -3.95084)
C (3.83128, 1.80020, -1.97907)
H (-0.59358, 0.26199, 10.27892)
F (2.31770, -3.78909, -4.03424)
O (1.30975, -0.52599, -2.42284)
Br (5.51953, 3.83549, -0.87072)
H (-5.70795, -0.07030, -0.01947)
Br (-1.13740, 1.14966, 4.96456)
H (8.96138, 0.04950, -5.36716)
C (-5.75265, 0.67476, 4.06177)
C (8.33473, -0.80976, -5.11213)
H (6.58201, 0.43593, -4.96508)
C (-6.42932, 1.38944, -6.46471)
H (-0.76165, 1.49503, 9.00298)
C (-0.49509, -0.54981, 4.25555)
C (-5.32322, 0.17500, -2.15998)
Br (0.36615, 0.37401, 1.68147)
C (4.71160, 2.95028, -2.40952)
C (9.35911, 6.15388, -3.47475)
C (-1.82067, 4.58084, 1.63249)
H (-7.02914, -0.59744, -1.09334)
C (-8.31201, 5.61305, 1.98550)
Br (-5.62139, 2.27465, -4.92591)
Br (1.08949, -6.53004, 0.66901)
O (-0.26608, 1.02103, -1.40144)
H (8.13866, -1.39193, -6.01679)
H (1.64599, 1.25421, 9.34608)
H (-7.02138, 2.16445, -6.95964)
H (-0.87515, -2.33769, -2.52949)
H (3.49869, -9.09778, 2.20324)
H (-2.22759, 4.19246, 0.69456)
H (1.86142, -6.17215, -1.38044)
H (1.94530, -3.98061, -0.02990)
H (3.45689, -7.31646, 2.24561)
H (-5.58496, 1.07820, 3.05915)
H (1.53271, -8.98153, 0.47353)

Calculated values
E_tot: -58568.7516 hartree
Net charge: -1
Molar mass: 2318.62 g/mol


[2]
DFT (ωB97M-V with the def2-TZVPD basis set) results for a 5-piece molecular cluster, C29H52Cl8F8O3Si overall in a non-equilibrium geometry.

CARTESIAN COORDINATES (ANGSTROEM)
Cl (8.61607, 2.71763, 2.77057)
C (-7.31882, 0.25213, -2.45607)
H (8.96666, -2.02142, 2.48648)
H (0.25181, 0.01695, -2.28908)
C (0.69874, 0.41326, -1.30891)
H (-2.10236, -4.47215, 1.77602)
Cl (-7.19321, 2.02839, -2.37956)
F (0.13283, -4.52102, -4.19946)
H (-1.56284, 3.07893, 1.58442)
H (3.61889, 2.42523, -0.57581)
H (-1.85334, 0.88653, 3.01489)
C (7.33702, 3.67996, 3.54908)
H (-3.17585, -1.49914, 3.10619)
C (6.52054, -0.58527, -0.78321)
H (2.10231, 1.54506, -2.60646)
H (1.27653, -0.48132, -0.86428)
H (3.70545, -0.04579, -2.21215)
O (0.90952, -0.86242, 2.01130)
C (8.28870, -0.30841, 1.20815)
Cl (-6.25024, -0.19950, 0.02434)
C (-2.41593, -3.44250, 1.37396)
H (-11.31503, -2.57019, -3.05348)
F (1.41315, -4.14463, -2.33321)
C (-1.58452, 3.55684, 0.53105)
H (5.70404, 1.39031, -0.16405)
H (0.13488, 2.02228, 4.73490)
F (-2.93560, -2.15169, -0.60882)
H (3.85908, -0.72655, -0.50079)
H (5.86857, 1.21540, -2.00567)
C (-7.62054, -0.35848, -1.10507)
F (-0.64220, -2.41717, -1.42734)
O (0.11603, 1.08489, 1.10354)
C (-2.40941, -1.24219, 2.28775)
H (-10.95850, -2.67204, -5.56692)
C (7.97653, -0.01265, -0.33963)
H (-1.15784, 1.92245, -3.30017)
C (0.79882, 3.98584, 5.29299)
H (-3.50127, -3.30298, 1.72444)
C (-2.47696, -3.46248, -0.24211)
C (0.01117, 3.05318, 4.39695)
H (6.64510, -1.16777, -1.75139)
Cl (0.81258, 5.65777, 4.67856)
Cl (-10.05369, -0.64356, -4.82304)
H (5.90655, 2.05180, 3.54533)
H (7.53999, 3.67236, 4.62163)
C (-0.02380, -0.04728, 1.96859)
H (7.50689, 0.25044, 1.82886)
C (-1.35955, -0.14314, 2.86076)
C (5.53444, 0.67339, -1.04935)
C (8.30002, -1.87927, 1.56719)
F (-0.11306, -4.08433, 0.06250)
Si (-1.67246, 2.13051, -0.78527)
H (0.34687, 3.11325, 3.35973)
C (-1.25648, 2.80033, -2.56119)
H (7.94230, 1.12196, -0.51735)
H (9.31517, 0.11148, 1.49723)
H (-1.03804, -0.55479, 3.88246)
Cl (-9.06499, -2.83547, -2.38845)
H (-2.18458, 3.39028, -2.87564)
C (-1.01021, -4.82286, -2.05364)
H (-0.30906, 3.43700, -2.55809)
C (-10.15133, -2.42140, -4.87637)
F (-1.16868, -6.07142, -1.37378)
F (-2.02475, -4.67489, -3.03865)
Cl (5.47997, 3.27762, 1.57808)
H (-8.12404, 0.02211, -3.15338)
H (5.21622, 3.64495, 3.87716)
H (-0.64810, 4.18171, 0.34978)
F (-3.46619, -4.39656, -0.60954)
H (7.27127, -2.29636, 1.81380)
H (-1.05877, -0.20357, -0.10840)
H (7.42417, 4.70797, 3.19426)
C (-10.43593, -3.02210, -3.51510)
H (1.37054, 2.63174, -1.33044)
C (-3.46839, 1.45286, -0.90331)
H (-4.17970, 2.32015, -0.70413)
C (3.06866, 1.41664, -0.54038)
H (-2.54050, 4.18098, 0.42069)
H (8.72701, -2.52829, 0.73026)
H (0.39726, 4.00196, 6.30734)
H (0.76442, -6.01572, -2.92687)
C (-1.05174, -3.68868, -0.93594)
H (6.09873, -1.28896, 0.01548)
H (-6.38711, -0.13507, -2.87201)
C (1.77365, 1.57948, -1.51191)
Cl (-1.73652, 3.40123, 4.43158)
H (8.82240, -0.45255, -0.95867)
H (2.64997, 1.19318, 0.49359)
H (-8.49520, 0.10132, -0.64205)
H (-3.60465, 0.97659, -1.92827)
H (-2.95870, -0.72597, 1.43674)
O (-1.61255, -2.36896, 1.87842)
H (-10.61685, -4.09389, -3.61479)
C (0.37501, -4.93946, -2.85270)
C (5.95991, 3.10982, 3.28359)
C (-0.43339, 0.76243, -0.21372)
H (-7.81745, -1.42781, -1.21624)
C (3.98113, 0.22201, -1.13145)
H (-3.61879, 0.69933, -0.06656)
H (1.83907, 3.65910, 5.34372)
H (-9.21681, -2.79885, -5.29404)

Calculated values
E_tot: -6131.7268 hartree
SMILES string: CCCCCCCCC[C@@H](OC(=O)CCOCC(F)(F)C(F)(F)C(F)(F)C(F)F)[Si](C)(C)C.ClCCCl.ClCCCl.ClCCCl.ClCCCl
Energy above the lowest of the compared OMol25 structures with the same formula, charge and spin: 4.580 eV
Molar mass: 912.43 g/mol


Results for Kohn-Sham gap: 0.239; 0.355 (in Eh, following the order of the records).